[1]
161
Properties=species:S:1:pos:R:3 method="wB97M-V/def2-TZVPD" multiplicity=1 homo_ev=-8.47 orbital_gap_ha=0.325 lumo_energy_ev=0.37
C -33.377 23.725 11.969
O -32.698 23.689 10.679
C -32.001 24.874 10.364
C -32.900 26.129 10.169
C -34.095 25.880 9.266
N -32.216 27.291 9.651
H -34.028 22.853 12.040
H -34.243 24.380 12.060
H -32.727 23.805 12.841
H -31.218 25.053 11.101
H -31.468 24.748 9.422
H -33.201 26.452 11.166
H -34.464 26.862 8.968
H -34.904 25.457 9.861
H -33.855 25.136 8.507
H -31.721 27.145 8.783
H -31.469 27.653 10.227
C -34.346 24.299 22.773
O -33.606 24.322 24.037
C -33.528 25.511 24.790
C -33.036 25.152 26.224
N -33.891 24.376 27.133
C -32.915 23.776 28.041
C -33.748 22.750 28.919
O -32.794 22.012 29.662
C -33.326 21.155 30.747
H -34.660 23.336 22.369
H -33.888 24.845 21.948
H -35.281 24.781 23.058
H -34.517 25.968 24.824
H -32.864 26.139 24.197
H -33.027 26.123 26.720
H -32.044 24.703 26.268
H -34.416 23.612 26.734
H -32.459 24.432 28.783
H -32.018 23.348 27.593
H -34.493 22.246 28.303
H -34.277 23.327 29.677
H -32.451 20.796 31.289
H -33.772 20.232 30.377
H -33.996 21.649 31.449
C -25.229 22.106 13.023
O -25.232 22.567 14.348
C -25.765 21.762 15.398
C -25.231 22.277 16.740
N -25.779 21.606 17.915
C -27.010 22.066 18.248
C -27.488 21.159 19.345
O -27.794 19.871 18.816
C -28.735 19.118 19.649
H -26.100 21.570 12.644
H -24.500 21.311 12.866
H -25.083 22.877 12.267
H -25.494 20.722 15.220
H -26.851 21.831 15.340
H -25.275 23.361 16.839
H -24.161 22.071 16.692
H -25.833 20.598 17.950
H -27.757 22.009 17.456
H -26.967 23.091 18.617
H -28.318 21.723 19.770
H -26.755 21.079 20.148
H -28.285 19.041 20.639
H -28.508 18.113 19.294
H -29.799 19.348 19.599
C -18.516 23.004 15.656
O -17.984 21.960 16.451
C -17.435 20.875 15.689
C -18.443 19.641 15.637
N -18.919 19.159 17.010
C -19.855 18.029 17.205
C -19.492 16.700 16.666
O -19.440 16.596 15.266
C -20.647 16.705 14.494
H -19.056 23.712 16.284
H -19.162 22.618 14.867
H -17.765 23.672 15.236
H -16.512 20.476 16.108
H -17.196 21.132 14.657
H -17.871 18.801 15.242
H -19.184 19.885 14.875
H -19.255 19.990 17.476
H -20.740 18.228 16.601
H -20.042 17.813 18.257
H -20.216 15.931 16.935
H -18.511 16.341 16.977
H -21.543 16.715 15.115
H -20.600 15.838 13.835
H -20.609 17.708 14.067
C -27.736 15.674 11.866
O -27.316 15.699 10.487
C -27.942 16.805 9.766
C -27.699 16.779 8.256
N -26.348 16.417 8.056
C -25.978 16.178 6.699
C -24.483 15.822 6.466
O -24.430 14.449 6.700
C -23.119 13.921 6.888
H -27.156 14.886 12.346
H -28.791 15.489 12.071
H -27.295 16.514 12.403
H -27.733 17.819 10.106
H -29.003 16.557 9.809
H -28.047 17.699 7.786
H -28.438 16.130 7.787
H -26.165 15.531 8.506
H -26.326 17.116 6.268
H -26.662 15.381 6.406
H -23.908 16.447 7.150
H -24.157 16.028 5.447
H -22.468 13.803 6.021
H -23.253 12.918 7.293
H -22.698 14.460 7.737
C -26.567 30.487 18.979
O -26.784 29.705 17.831
C -25.874 30.069 16.816
C -26.700 30.134 15.513
N -25.978 30.670 14.332
C -24.949 29.718 13.865
C -24.619 29.913 12.339
O -25.826 29.882 11.629
C -25.933 30.197 10.227
H -25.510 30.383 19.226
H -26.956 30.154 19.941
H -26.762 31.542 18.786
H -25.040 29.368 16.855
H -25.385 31.043 16.829
H -27.502 30.784 15.862
H -27.171 29.194 15.227
H -26.538 30.930 13.533
H -25.275 28.691 14.032
H -24.142 29.861 14.584
H -23.854 29.283 11.885
H -24.217 30.908 12.145
H -25.577 29.341 9.654
H -25.561 31.195 9.996
H -26.984 30.317 9.964
C -25.456 13.812 24.719
O -25.381 14.084 26.184
C -25.041 12.914 26.972
C -25.051 13.307 28.376
N -26.427 13.384 28.796
C -26.589 13.610 30.247
C -26.844 15.092 30.648
O -25.888 15.985 30.073
C -24.695 16.192 30.725
H -25.680 14.764 24.238
H -26.106 12.970 24.481
H -24.441 13.645 24.358
H -24.033 12.578 26.727
H -25.651 12.055 26.694
H -24.548 14.274 28.381
H -24.586 12.625 29.088
H -26.704 14.230 28.319
H -25.716 13.303 30.822
H -27.445 13.071 30.651
H -26.935 15.244 31.723
H -27.852 15.217 30.253
H -24.426 17.224 30.499
H -24.036 15.514 30.183
H -24.638 15.912 31.777

---

[2]
15
Properties=species:S:1:pos:R:3 method="wB97M-V/def2-TZVPD" total_charge=+1 multiplicity=1 homo_ev="-15.13 / -15.13" orbital_gap_ha="0.285 / 0.285" lumo_energy_ev="-7.36 / -7.36"
C 0.349 0.835 0.467
C -1.083 1.228 0.022
C 0.375 -0.714 0.362
C 1.471 -1.230 -0.626
N -1.901 0.113 -0.191
O -3.043 -0.001 -0.330
O -0.832 -1.258 0.149
H 1.150 1.261 -0.261
H 0.634 1.140 1.403
H -1.738 1.774 0.771
H -0.956 1.951 -0.880
H 0.660 -1.126 1.470
H 0.951 -1.219 -1.578
H 1.644 -2.212 -0.324
H 2.318 -0.542 -0.452

---

[3]
14
Properties=species:S:1:pos:R:3 method="wB97M-V/def2-TZVPD" multiplicity=1 homo_ev=-9.39 orbital_gap_ha=0.384 lumo_energy_ev=1.07
O 1.317 0.754 1.525
C 0.483 0.223 0.560
C -0.095 -1.178 0.557
C -1.256 -0.629 -0.332
C -0.681 0.780 -0.218
C 0.694 0.747 -0.828
H 2.034 0.971 0.923
H -0.454 -1.510 1.538
H 0.568 -1.946 0.144
H -2.242 -0.744 0.120
H -1.273 -1.010 -1.358
H -1.215 1.716 -0.109
H 1.160 1.735 -0.868
H 0.961 0.092 -1.654

---

[4]
14
Properties=species:S:1:pos:R:3 method="wB97M-V/def2-TZVPD" multiplicity=1 homo_ev=-7.94 orbital_gap_ha=0.315 lumo_energy_ev=0.63
H -0.997 1.002 -0.560
N -0.318 0.361 -0.964
C 0.921 0.812 -0.907
N 1.272 2.106 -0.697
H 1.639 0.265 -1.511
H 0.726 2.677 -0.072
H 2.227 2.395 -0.829
C -1.391 -1.407 1.003
C -0.072 -1.276 0.258
O 0.629 -2.255 0.062
H -1.628 -0.512 1.578
H -1.370 -2.269 1.665
H -2.181 -1.591 0.273
H 0.544 -0.309 0.701

---

[5]
27
Properties=species:S:1:pos:R:3 method="wB97M-V/def2-TZVPD" multiplicity=1 homo_ev=-7.76 orbital_gap_ha=0.319 lumo_energy_ev=0.91
C 0.085 0.645 2.815
C -0.627 -0.164 1.780
C -1.954 -0.472 1.763
N -2.302 -1.107 0.605
C -1.163 -1.159 -0.185
C -1.016 -1.711 -1.484
C 0.237 -1.548 -2.033
C 1.354 -1.178 -1.275
C 1.226 -0.644 -0.024
C -0.065 -0.626 0.551
H -0.259 0.424 3.837
H -0.044 1.714 2.569
H 1.160 0.463 2.890
H -2.605 -0.385 2.607
H -3.255 -1.305 0.370
H -1.929 -2.187 -1.813
H 0.451 -1.939 -3.015
H 2.345 -1.193 -1.718
H 2.030 -0.106 0.473
C 2.386 3.256 -1.291
C 0.974 2.724 -1.150
H 2.407 3.788 -2.247
H 2.645 3.943 -0.494
H 3.180 2.556 -1.259
H 0.829 2.273 -0.166
H 0.584 1.975 -1.793
H 0.183 3.496 -1.257

---

[6]
18
Properties=species:S:1:pos:R:3 method="wB97M-V/def2-TZVPD" total_charge=+1 multiplicity=1 homo_ev=-13.67 orbital_gap_ha=0.376 lumo_energy_ev=-3.43
C -0.948 0.768 0.621
C -0.058 1.032 -0.528
C -0.161 -0.109 -1.606
N 0.857 -0.105 -2.526
O -1.055 -0.914 -1.677
N -0.260 0.406 1.909
H -1.706 -0.061 0.380
H -1.715 1.521 0.818
H -0.449 1.834 -1.142
H 0.990 1.119 -0.313
H 1.462 0.700 -2.522
H 0.762 -0.639 -3.377
H -0.085 1.263 2.442
H 0.649 0.013 1.655
H -0.886 -0.129 2.507
H 1.657 -2.040 1.075
H 0.221 -2.714 0.995
O 0.726 -1.947 1.289

---

[7]
115
Properties=species:S:1:pos:R:3 method="wB97M-V/def2-TZVPD" total_charge=-1 multiplicity=1 homo_ev=-5.31 orbital_gap_ha=0.276 lumo_energy_ev=2.20
Sc 2.877 -9.164 19.989
C 5.325 -7.985 23.840
Si 4.847 -9.426 22.807
C 4.937 -11.108 23.693
C 6.002 -9.506 21.372
N 3.257 -9.198 22.084
C 2.190 -8.873 22.871
C 2.008 -9.189 24.236
C 0.997 -8.666 24.997
C -0.014 -7.884 24.400
C 0.107 -7.574 23.062
C 1.173 -8.106 22.350
O 1.339 -7.817 20.977
C 0.243 -7.177 20.356
C -0.791 -7.941 19.909
C -1.856 -7.195 19.375
C -1.913 -5.835 19.393
C -0.856 -5.078 19.989
C 0.244 -5.791 20.429
H 6.017 -8.181 24.682
H 4.449 -7.496 24.299
H 5.871 -7.291 23.156
H 5.965 -11.542 23.538
H 4.288 -11.856 23.260
H 4.742 -11.160 24.793
H 5.570 -9.996 20.470
H 6.906 -10.119 21.549
H 6.366 -8.509 21.206
H 2.685 -9.856 24.703
H 0.759 -8.981 25.990
H -0.937 -7.600 24.858
H -0.713 -7.085 22.539
H -0.726 -9.038 19.976
H -2.759 -7.693 19.083
H -2.809 -5.292 19.136
H -0.739 -4.036 20.071
H 1.125 -5.243 20.810
F 1.395 -10.301 19.737
O 3.826 -7.187 19.570
N 3.046 -6.920 18.596
O 2.329 -7.865 18.213
N 6.110 -3.005 17.224
C 6.261 -4.125 17.404
C 6.536 -5.525 17.629
C 5.910 -6.530 16.942
C 6.236 -7.845 17.269
C 7.118 -8.097 18.300
N 7.763 -7.102 18.964
C 7.464 -5.876 18.648
H 5.272 -6.328 16.091
H 5.748 -8.656 16.740
H 7.425 -9.068 18.557
H 7.852 -5.119 19.361
C -2.721 -9.933 11.485
C -2.664 -11.221 12.433
C -1.532 -11.190 13.498
C -1.320 -9.687 13.878
C -0.807 -8.934 12.642
C -1.241 -9.443 11.286
P 0.061 -9.655 15.221
C 0.310 -7.878 15.649
C 1.286 -7.184 14.673
C 1.884 -5.980 15.378
C 0.788 -5.339 16.323
C -0.663 -5.621 15.822
C -0.983 -7.127 15.923
C -0.701 -10.231 16.785
C -2.274 -10.041 16.988
C -3.065 -11.379 16.984
C -2.532 -12.322 18.106
C -0.949 -12.153 18.412
C -0.266 -11.680 17.158
H -3.182 -9.104 12.130
H -3.315 -10.087 10.593
H -2.516 -12.073 11.755
H -3.661 -11.306 12.989
H -0.615 -11.544 13.055
H -1.816 -11.813 14.349
H -2.270 -9.288 14.242
H 0.274 -8.942 12.721
H -0.983 -7.879 12.741
H -0.568 -10.210 10.940
H -1.241 -8.672 10.472
H 0.793 -7.938 16.643
H 0.642 -6.899 13.831
H 2.048 -7.899 14.241
H 2.312 -5.262 14.627
H 2.638 -6.334 16.100
H 0.947 -4.277 16.531
H 0.906 -5.838 17.290
H -0.786 -5.252 14.795
H -1.403 -5.154 16.480
H -1.743 -7.405 15.215
H -1.277 -7.264 16.908
H -0.242 -9.542 17.547
H -2.733 -9.313 16.300
H -2.471 -9.632 17.972
H -2.998 -11.837 16.002
H -4.118 -11.146 17.122
H -2.802 -13.328 17.791
H -3.028 -12.076 19.082
H -0.584 -13.080 18.861
H -0.808 -11.456 19.173
H -0.469 -12.331 16.288
H 0.796 -11.676 17.267
N 3.526 -10.957 16.857
C 4.304 -11.079 17.952
O 4.182 -10.225 18.861
C 5.235 -12.088 18.019
C 6.164 -12.169 19.075
N 6.827 -12.356 20.019
C 5.279 -13.065 16.990
N 5.278 -13.897 16.212
H 3.372 -11.792 16.202
H 2.697 -10.426 16.897

---

[8]
43
Properties=species:S:1:pos:R:3 method="wB97M-V/def2-TZVPD" total_charge=+1 multiplicity=1 homo_ev=-12.02 orbital_gap_ha=0.239 lumo_energy_ev=-5.51
C 4.199 -3.240 0.357
C 3.024 -3.427 1.099
C 1.980 -2.500 1.019
C 2.148 -1.276 0.332
C 1.082 -0.260 0.249
C -0.264 -0.680 0.153
C -1.402 0.120 0.123
C -2.759 -0.363 0.232
C -3.817 0.576 0.349
C -5.136 0.158 0.457
C -5.442 -1.214 0.441
C -4.404 -2.158 0.342
C -3.078 -1.742 0.255
C 1.462 1.154 0.270
C 0.773 2.138 -0.454
C 1.110 3.483 -0.356
C 2.147 3.880 0.490
C 2.832 2.919 1.246
C 2.537 1.574 1.089
C 3.413 -1.042 -0.262
C 4.378 -2.042 -0.344
H 4.988 -3.991 0.355
H 2.917 -4.310 1.734
H 1.030 -2.697 1.518
H -0.407 -1.767 0.184
H -1.317 1.218 0.125
H -3.578 1.637 0.260
H -5.943 0.888 0.542
H -6.480 -1.556 0.421
H -4.620 -3.230 0.314
H -2.273 -2.465 0.097
H 0.010 1.836 -1.165
H 0.547 4.196 -0.963
H 2.415 4.931 0.552
H 3.609 3.209 1.946
H 3.149 0.820 1.579
H 3.604 -0.067 -0.712
H 5.272 -1.873 -0.944
N -1.339 1.031 -2.897
O -1.886 2.179 -2.155
H -0.400 0.938 -2.504
H -1.878 0.254 -2.512
H -2.201 2.760 -2.864

---

DFT total energy, record by record: -80149.9236, -9849.5413, -7360.0941, -8265.5371, -13140.0339, -10358.4343, -104727.0376, -25630.2811 eV